(1)
The following is a DFT calculation (ωB97M-V/def2-TZVPD) of a structure of composition C26H25Cl4GeMoN5S3.

The energy above the lowest of the compared OMol25 structures with the same formula, charge and spin comes out at 2.064 eV. The value obtained for the orbital gap (spin up / spin down) is 6.239 / 6.712 eV. Its expectation value of S² is 0.779. Its total energy is -6459.97376 a.u. The value obtained for the highest occupied orbital energy (spin up / spin down) is -10.87 / -10.83 eV.

```
! wB97M-V def2-TZVPD RIJCOSX def2/J DEFGRID3
* xyz 1 2
Mo 0.529 0.295 -0.164
C 2.805 0.663 -2.346
N 1.473 1.250 -1.979
C 1.665 2.691 -1.652
C 2.257 2.808 -0.266
N 1.334 2.247 0.772
C 0.292 3.269 1.050
C 2.156 1.929 1.947
C 2.436 2.866 2.927
C 3.267 2.537 3.990
C 3.838 1.278 4.070
C 3.581 0.345 3.079
C 2.743 0.666 2.018
S 2.435 -0.543 0.762
C 0.604 1.011 -3.136
C 0.427 1.946 -4.139
C -0.346 1.628 -5.246
C -0.914 0.371 -5.368
C -0.720 -0.580 -4.379
C 0.027 -0.252 -3.261
S 0.315 -1.417 -1.935
H 3.155 1.149 -3.258
H 2.705 -0.405 -2.526
H 3.515 0.806 -1.540
H 0.698 3.186 -1.717
H 2.341 3.153 -2.376
H 2.459 3.857 -0.035
H 3.204 2.276 -0.195
H 0.739 4.204 1.393
H -0.397 2.887 1.792
H -0.252 3.481 0.134
H 2.010 3.858 2.883
H 3.467 3.275 4.755
H 4.482 1.022 4.900
H 4.023 -0.642 3.123
H 0.860 2.932 -4.058
H -0.505 2.373 -6.013
H -1.517 0.126 -6.231
H -1.176 -1.556 -4.462
N -2.798 0.730 3.692
C -2.564 1.911 4.368
C -3.395 2.745 5.107
C -2.807 3.857 5.672
C -1.436 4.124 5.515
C -0.621 3.292 4.777
C -1.202 2.172 4.181
N -0.634 1.190 3.374
C -1.618 0.386 3.099
C -1.475 -0.876 2.379
C -2.087 -2.017 2.792
S -1.482 -3.364 1.949
C -0.492 -2.341 1.051
N -0.580 -1.060 1.336
H -3.701 0.364 3.443
H -4.449 2.537 5.235
H -3.412 4.538 6.255
H -1.017 5.002 5.988
H 0.436 3.490 4.670
H -2.781 -2.126 3.609
H 0.185 -2.738 0.312
Cl -3.209 1.973 0.900
Ge -1.918 1.315 -0.741
Cl -3.371 0.227 -1.957
Cl -1.862 3.215 -1.896
Cl -1.388 -2.545 -1.991
*
```

(2)
The following is a DFT calculation (ωB97M-V/def2-TZVPD) of a structure of composition C26H25CoN4.

The value obtained for the orbital gap (spin up / spin down) is 5.720 / 5.776 eV. Its expectation value of S² is 0.775. Its total energy is -2607.34116 a.u. The value obtained for the highest occupied orbital energy (spin up / spin down) is -10.30 / -10.36 eV.

```
! wB97M-V def2-TZVPD RIJCOSX def2/J DEFGRID3
* xyz 1 2
Co 0.014 -0.481 1.036
C 0.780 -5.071 -0.933
C 1.046 -4.422 0.265
C 0.298 -3.311 0.621
C -0.700 -2.803 -0.224
C -0.959 -3.462 -1.426
C -0.227 -4.590 -1.761
N -1.229 -1.586 0.187
C -2.359 -0.943 -0.178
C -3.485 -1.468 -0.854
C -4.557 -0.652 -1.114
C -4.593 0.708 -0.736
C -3.534 1.241 -0.053
C -2.429 0.420 0.219
N -1.327 0.803 0.951
N -1.161 1.949 1.446
C 0.009 1.985 2.233
C 0.320 3.141 2.924
C 1.447 3.137 3.732
C 2.210 1.983 3.828
C 1.835 0.870 3.091
N 0.767 0.868 2.296
H 1.341 -5.952 -1.213
H 1.810 -4.795 0.933
H 0.440 -2.872 1.613
H -1.697 -3.084 -2.121
H -0.440 -5.094 -2.694
H -3.522 -2.513 -1.129
H -5.415 -1.073 -1.621
H -5.459 1.309 -0.971
H -3.526 2.268 0.285
H -0.322 4.004 2.829
H 1.718 4.022 4.289
H 3.084 1.935 4.460
H 2.412 -0.045 3.126
C 3.299 -0.452 0.299
C 2.202 0.354 -0.343
C 1.269 -0.269 -1.176
C 0.360 0.490 -1.937
C -0.542 -0.169 -2.938
C 0.353 1.863 -1.775
C 1.242 2.508 -0.909
C 1.190 3.998 -0.738
C 2.172 1.746 -0.220
H 2.945 -1.420 0.662
H 3.763 0.089 1.124
H 4.081 -0.658 -0.434
H 1.348 -1.340 -1.346
H -1.470 -0.506 -2.475
H -0.062 -1.039 -3.386
H -0.808 0.526 -3.732
H -0.340 2.461 -2.357
H 0.464 4.270 0.031
H 0.887 4.489 -1.662
H 2.160 4.395 -0.441
H 2.898 2.237 0.419
*
```

(3)
The following is a DFT calculation (ωB97M-V/def2-TZVPD) of a structure of composition C26H25F4N4O2Re.

The energy above the lowest of the compared OMol25 structures with the same formula, charge and spin comes out at 1.141 eV. The value obtained for the orbital gap (spin up / spin down) is 7.020 / 6.514 eV. Its expectation value of S² is 0.756. Its total energy is -1852.78401 a.u. The value obtained for the highest occupied orbital energy (spin up / spin down) is -10.09 / -10.11 eV.

```
! wB97M-V def2-TZVPD RIJCOSX def2/J DEFGRID3
* xyz 1 2
Re -0.136 0.447 0.288
O 1.753 0.631 0.956
C 2.440 0.420 2.061
C 3.819 0.180 1.968
C 4.550 -0.021 3.115
C 3.954 0.022 4.387
C 2.611 0.275 4.486
C 1.844 0.476 3.323
C 0.484 0.872 3.390
N -0.301 1.042 2.377
C -1.633 1.545 2.704
C -2.585 0.445 2.346
N -2.172 -0.066 1.026
C -3.036 -0.871 0.501
C -2.973 -1.453 -0.797
C -3.876 -2.452 -1.198
C -3.828 -2.944 -2.479
C -2.901 -2.408 -3.385
C -2.036 -1.400 -3.019
C -2.052 -0.926 -1.702
O -1.227 0.047 -1.345
H 4.275 0.137 0.988
H 5.612 -0.219 3.036
H 4.552 -0.135 5.272
H 2.125 0.320 5.454
H 0.081 1.091 4.378
H -1.831 2.437 2.108
H -1.714 1.812 3.758
H -3.612 0.809 2.310
H -2.525 -0.360 3.083
H -3.915 -1.113 1.100
H -4.602 -2.828 -0.487
H -4.501 -3.730 -2.792
H -2.865 -2.792 -4.397
H -1.329 -0.976 -3.720
C 0.371 3.482 0.295
N -0.255 2.470 -0.574
C -1.664 2.841 -0.839
C 0.469 2.336 -1.893
C 1.683 1.449 -1.698
N 1.153 0.185 -1.258
C 1.297 -1.070 -1.718
C 0.776 -2.125 -0.950
F 0.210 -1.790 0.298
C 0.803 -3.450 -1.303
F 0.243 -4.348 -0.489
C 1.407 -3.836 -2.483
C 1.971 -2.832 -3.251
F 2.578 -3.149 -4.396
C 1.929 -1.498 -2.896
F 2.481 -0.583 -3.715
H 0.292 4.470 -0.166
H 1.419 3.242 0.454
H -0.134 3.499 1.258
H -1.698 3.774 -1.408
H -2.183 2.988 0.108
H -2.153 2.055 -1.399
H 0.740 3.314 -2.301
H -0.237 1.858 -2.566
H 2.262 1.850 -0.860
H 2.349 1.426 -2.556
H 1.445 -4.870 -2.789
*
```

(4)
The following is a DFT calculation (ωB97M-V/def2-TZVPD) of a structure of composition C26H25FN3O3STa.

The energy above the lowest of the compared OMol25 structures with the same formula, charge and spin comes out at 0.061 eV. The value obtained for the orbital gap is 6.735 eV. Its total energy is -1950.32421 a.u. The value obtained for the highest occupied orbital energy is -14.95 eV.

```
! wB97M-V def2-TZVPD RIJCOSX def2/J DEFGRID3
* xyz 2 1
Ta 0.868 0.733 0.057
C 2.710 -0.994 -3.678
C 1.261 -0.908 -3.205
C 0.327 -1.568 -4.236
C 1.008 -1.586 -1.883
C 1.699 -2.732 -1.519
C 1.324 -3.463 -0.402
C 0.211 -3.112 0.350
C -0.526 -1.976 0.059
C -1.850 -1.769 0.776
C -3.009 -1.730 -0.224
C -1.932 -0.594 1.752
C -0.038 -1.141 -1.003
N -0.532 0.191 -1.118
C -1.350 0.993 -1.931
C -2.306 0.635 -2.869
C -3.011 1.654 -3.501
C -2.788 2.993 -3.204
C -1.837 3.370 -2.258
C -1.162 2.338 -1.679
F -0.150 2.559 -0.693
H 2.838 -0.366 -4.559
H 2.974 -2.010 -3.972
H 3.414 -0.659 -2.917
H 0.981 0.145 -3.122
H 0.599 -2.614 -4.380
H 0.422 -1.059 -5.195
H -0.719 -1.531 -3.933
H 2.518 -3.077 -2.134
H 1.880 -4.354 -0.140
H -0.112 -3.755 1.158
H -1.971 -2.673 1.376
H -3.045 -0.779 -0.754
H -3.954 -1.838 0.308
H -2.941 -2.539 -0.951
H -1.901 0.375 1.249
H -1.150 -0.644 2.514
H -2.885 -0.634 2.280
H -2.502 -0.403 -3.096
H -3.757 1.390 -4.237
H -3.357 3.760 -3.709
H -1.638 4.400 -2.000
O 2.747 2.784 0.607
S 3.286 2.240 -0.635
N 2.396 1.157 -1.188
O 1.715 -0.286 1.638
C 1.247 0.583 2.479
N 0.465 1.520 1.920
C -0.007 2.406 2.985
O -0.737 3.319 2.805
C 0.627 1.867 4.226
C 0.539 2.319 5.521
C 1.246 1.600 6.489
C 2.006 0.479 6.168
C 2.095 0.022 4.856
C 1.392 0.739 3.903
H -0.049 3.190 5.777
H 1.202 1.926 7.520
H 2.537 -0.044 6.950
H 2.686 -0.846 4.599
*
```

(5)
The following is a DFT calculation (ωB97M-V/def2-TZVPD) of a structure of composition C26H25GaN2OSi.

The energy above the lowest of the compared OMol25 structures with the same formula, charge and spin comes out at 0.318 eV. The value obtained for the orbital gap is 7.553 eV. Its total energy is -3404.29899 a.u. The value obtained for the highest occupied orbital energy is -14.58 eV.

```
! wB97M-V def2-TZVPD RIJCOSX def2/J DEFGRID3
* xyz 2 1
Ga 1.733 -1.138 -0.592
O 1.529 -0.661 1.717
C 1.974 0.607 2.199
C 1.889 1.615 1.088
C 2.007 2.972 1.357
C 1.969 3.865 0.300
C 1.806 3.383 -0.994
C 1.683 2.021 -1.172
N 1.725 1.155 -0.151
H 1.712 -1.327 2.390
H 3.015 0.546 2.530
H 1.358 0.926 3.042
H 2.126 3.317 2.376
H 2.063 4.928 0.478
H 1.777 4.053 -1.841
H 1.540 1.590 -2.157
C 6.616 -0.727 -0.302
C 5.177 -0.739 -0.215
N 4.033 -0.753 -0.144
H 7.032 -0.009 0.404
H 6.925 -0.452 -1.310
H 7.006 -1.718 -0.071
C -2.124 -5.268 -0.300
C -1.405 -4.675 0.733
C -1.197 -3.309 0.730
C -1.698 -2.520 -0.315
C -2.405 -3.129 -1.359
C -2.618 -4.497 -1.344
Si -1.577 -0.688 -0.250
C -1.811 0.185 1.348
C -1.509 1.550 1.460
C -1.773 2.227 2.637
C -2.335 1.551 3.716
C -2.629 0.196 3.620
C -2.373 -0.486 2.443
C -1.642 0.286 -1.807
C -2.370 1.483 -1.842
C -2.550 2.149 -3.042
C -2.004 1.636 -4.212
C -1.273 0.452 -4.187
C -1.095 -0.223 -2.994
H -2.301 -6.335 -0.288
H -1.018 -5.278 1.544
H -0.650 -2.844 1.544
H -2.797 -2.534 -2.176
H -3.174 -4.963 -2.147
H -1.075 2.082 0.620
H -1.557 3.285 2.706
H -2.552 2.085 4.632
H -3.066 -0.326 4.460
H -2.627 -1.537 2.368
H -2.813 1.883 -0.938
H -3.125 3.065 -3.065
H -2.158 2.154 -5.149
H -0.856 0.049 -5.100
H -0.541 -1.156 -2.979
*
```

(6)
The following is a DFT calculation (ωB97M-V/def2-TZVPD) of an isolated molecule of C26H25N3O4.

The energy above the lowest of the compared OMol25 structures with the same formula, charge and spin comes out at 2.044 eV. The value obtained for the orbital gap is 8.383 eV. Its total energy is -1470.99941 a.u. The value obtained for the highest occupied orbital energy is -8.01 eV.

```
! wB97M-V def2-TZVPD RIJCOSX def2/J DEFGRID3
* xyz 0 1
H -2.322 0.456 1.139
N -2.516 1.324 0.658
C -1.495 1.830 0.071
C -0.133 1.350 0.077
C 0.818 2.054 -0.597
N 0.544 3.197 -1.290
C -0.675 3.602 -1.289
N -1.700 3.003 -0.664
C -3.044 3.537 -0.720
C -3.465 4.154 0.623
C -4.897 3.756 0.990
O -5.105 2.371 0.955
O 2.121 1.720 -0.650
C 2.545 0.646 0.089
C 1.693 -0.150 0.816
C 2.220 -1.221 1.559
C 3.558 -1.485 1.571
C 4.453 -0.684 0.831
C 5.842 -0.926 0.815
C 6.684 -0.129 0.090
C 6.175 0.946 -0.654
C 4.833 1.208 -0.663
C 3.945 0.403 0.076
C 0.198 0.067 0.798
C -0.463 -1.106 0.100
C -0.225 -1.336 -1.245
C -0.825 -2.408 -1.871
C -1.674 -3.279 -1.193
O -2.170 -4.282 -1.969
C -3.141 -5.181 -1.486
C -1.914 -3.053 0.176
O -2.742 -3.918 0.848
C -3.070 -3.642 2.186
C -1.300 -1.970 0.791
H -0.901 4.504 -1.841
H -3.715 2.704 -0.950
H -3.091 4.272 -1.525
H -3.382 5.241 0.598
H -2.799 3.782 1.403
H -5.606 4.211 0.287
H -5.124 4.143 1.996
H -4.234 1.922 0.993
H 1.534 -1.839 2.119
H 3.950 -2.311 2.146
H 6.229 -1.755 1.390
H 7.747 -0.322 0.085
H 6.854 1.566 -1.222
H 4.430 2.032 -1.231
H -0.170 0.120 1.833
H 0.427 -0.682 -1.803
H -0.654 -2.604 -2.918
H -4.042 -4.663 -1.152
H -3.384 -5.817 -2.337
H -2.755 -5.797 -0.671
H -3.554 -2.665 2.291
H -2.192 -3.690 2.839
H -3.773 -4.422 2.478
H -1.471 -1.793 1.843
*
```

(7)
The following is a DFT calculation (ωB97M-V/def2-TZVPD) of a structure of composition C26H26BN11O6STi.

The energy above the lowest of the compared OMol25 structures with the same formula, charge and spin comes out at 0.526 eV. The value obtained for the orbital gap (spin up / spin down) is 4.430 / 7.133 eV. Its expectation value of S² is 2.025. Its total energy is -3332.89258 a.u. The value obtained for the highest occupied orbital energy (spin up / spin down) is -0.15 / -2.85 eV.

```
! wB97M-V def2-TZVPD RIJCOSX def2/J DEFGRID3
* xyz -2 3
Ti -0.899 -0.177 0.402
N -5.005 1.368 1.152
C -3.677 0.981 1.267
S -3.319 -0.668 0.882
N -2.861 1.894 1.694
N -1.535 1.489 1.737
C -0.771 2.299 2.370
C 0.666 2.177 2.506
C 1.354 3.180 3.200
C 2.723 3.141 3.363
C 3.432 2.068 2.813
C 2.783 1.067 2.128
C 1.385 1.091 1.955
O 0.794 0.114 1.334
H -5.471 0.865 0.413
H -5.090 2.371 1.060
H -1.244 3.169 2.826
H 0.782 4.008 3.604
H 3.238 3.933 3.892
H 4.511 2.029 2.917
H 3.322 0.243 1.678
B -0.626 -3.928 0.146
N -0.995 -3.290 1.504
C -1.307 -3.938 2.635
C -1.193 -3.056 3.695
C -0.789 -1.860 3.095
N -0.672 -2.016 1.783
N -1.179 -3.096 -1.047
C -1.582 -3.631 -2.207
C -1.671 -2.631 -3.156
C -1.297 -1.478 -2.467
N -0.992 -1.765 -1.203
H -1.122 -5.032 0.088
H 0.590 -3.980 0.059
H -1.567 -4.983 2.605
H -1.388 -3.245 4.736
H -0.604 -0.893 3.536
H -1.773 -4.690 -2.268
H -2.000 -2.710 -4.178
H -1.253 -0.462 -2.819
C 2.939 2.721 -3.643
N 2.634 1.331 -3.328
C 2.676 0.370 -4.266
C 2.440 -0.925 -3.965
C 2.095 -1.204 -2.604
N 1.984 -0.274 -1.689
C 2.323 1.022 -1.977
O 2.360 1.920 -1.159
N 1.902 -2.497 -2.223
H 3.160 2.800 -4.705
H 3.793 3.055 -3.055
H 2.089 3.355 -3.403
H 2.918 0.699 -5.268
H 2.490 -1.699 -4.716
H 1.566 -3.138 -2.922
H 1.495 -2.623 -1.306
O -3.201 1.154 -2.170
C -2.100 1.612 -1.895
O -1.326 1.118 -0.957
C -1.519 2.755 -2.648
C -0.440 3.499 -2.158
C 0.071 4.565 -2.870
C -0.456 4.890 -4.138
C -1.557 4.155 -4.628
C -2.076 3.121 -3.882
N 0.111 5.899 -4.897
O 1.136 6.515 -4.446
O -0.394 6.181 -6.036
H 0.000 3.224 -1.207
H 0.890 5.158 -2.488
H -1.962 4.425 -5.592
H -2.925 2.555 -4.244
*
```

(8)
The following is a DFT calculation (ωB97M-V/def2-TZVPD) of a structure of composition C26H26BN7O3ReS at a distorted geometry.

The value obtained for the orbital gap (spin up / spin down) is 8.169 / 7.916 eV. Its expectation value of S² is 3.919. Its total energy is -2116.74768 a.u. The value obtained for the highest occupied orbital energy (spin up / spin down) is -7.72 / -8.01 eV.

```
! wB97M-V def2-TZVPD RIJCOSX def2/J DEFGRID3
* xyz 0 4
Re 0.173 0.001 0.321
C 1.987 2.733 3.250
C 2.054 1.959 2.094
N 0.935 1.240 1.960
N 0.137 1.546 3.008
C 0.747 2.441 3.791
B -1.222 0.813 3.196
N -2.219 1.222 2.102
C -3.331 1.969 2.212
C -3.912 2.065 0.965
C -3.060 1.329 0.130
N -2.048 0.819 0.820
N -0.927 -0.712 3.080
C -1.039 -1.646 4.033
C -0.505 -2.832 3.562
C -0.080 -2.530 2.271
N -0.339 -1.256 1.987
H 2.734 3.408 3.634
H 2.848 1.860 1.367
H 0.264 2.801 4.687
H -1.664 1.059 4.288
H -3.637 2.371 3.166
H -4.816 2.588 0.699
H -3.140 1.142 -0.931
H -1.492 -1.402 4.981
H -0.441 -3.777 4.072
H 0.391 -3.163 1.538
O -0.208 3.263 -0.278
C 0.772 2.810 -0.821
N 1.057 1.457 -0.941
S 2.510 1.162 -1.656
O 2.345 0.462 -2.898
O 3.434 0.617 -0.694
C 2.877 2.858 -1.951
C 4.003 3.405 -2.535
C 4.066 4.790 -2.607
C 3.035 5.586 -2.108
C 1.913 5.013 -1.523
C 1.852 3.635 -1.453
H 4.800 2.782 -2.921
H 4.935 5.257 -3.054
H 3.115 6.664 -2.177
H 1.100 5.607 -1.125
C 1.396 -2.768 -1.506
C 0.005 -2.312 -1.945
C 0.012 -2.080 -3.460
C -0.421 -1.044 -1.221
C -1.084 -3.332 -1.553
C -2.355 -3.270 -2.127
C -3.366 -4.134 -1.729
C -3.130 -5.085 -0.745
C -1.869 -5.164 -0.171
C -0.861 -4.296 -0.572
H 2.143 -2.085 -1.913
H 1.613 -3.777 -1.865
H 1.508 -2.752 -0.420
H 0.826 -1.406 -3.721
H -0.916 -1.627 -3.811
H 0.153 -3.028 -3.985
H -1.285 -0.599 -1.738
H -2.567 -2.536 -2.896
H -4.342 -4.063 -2.192
H -3.918 -5.759 -0.433
H -1.665 -5.907 0.591
H 0.121 -4.393 -0.127
*
```